Run P
{"formula": "C3H4N4", "method": "the ωB97M-V functional and the def2-TZVPD basis", "elements": ["N", "N", "N", "N", "C", "C", "C", "H", "H", "H", "H"], "positions_angstrom": [[2.57, -0.95, 0.12], [-1.98, 0.46, 0.17], [0.58, 0.95, 0.98], [-0.19, -1.59, -1.44], [-0.79, 0.12, 0.22], [1.50, -0.44, -0.03], [0.11, -0.80, -0.47], [1.14, 0.82, 1.82], [-2.33, 1.15, -0.50], [-1.21, -1.62, -1.55], [0.62, 1.92, 0.68]], "orbital_gap_ev": [6.800, 6.801], "spin_multiplicity": 1, "lumo_energy_ev": [-1.861, -1.860]}

---

Run Q
{"formula": "C3H4N4", "method": "the ωB97M-V functional and the def2-TZVPD basis", "elements": ["N", "N", "N", "N", "C", "C", "C", "H", "H", "H", "H"], "positions_angstrom": [[-1.29, -0.96, 0.07], [-2.02, 1.34, 0.07], [3.30, 0.25, -0.01], [0.17, -1.06, 0.12], [0.74, 0.18, 0.03], [2.16, 0.22, -0.14], [-2.12, 0.03, -0.22], [-3.13, -0.40, -0.38], [0.06, 1.19, -0.06], [-1.12, 1.62, 0.56], [-1.63, -1.89, 0.04]], "orbital_gap_ev": 8.921, "spin_multiplicity": 1, "lumo_energy_ev": -0.830, "smiles": "[H]/N=C\\N/N=C/C#N"}

---

Verdict on stability: run Q comes out on top.

---

Run P
{"formula": "C3H4N4", "method": "the ωB97M-V functional and the def2-TZVPD basis", "elements": ["N", "N", "N", "N", "C", "C", "C", "H", "H", "H", "H"], "positions_angstrom": [[-2.52, 0.63, 0.07], [1.14, -0.43, -0.51], [-1.03, -1.04, 0.11], [-1.77, -0.04, -0.57], [1.05, 0.95, -0.30], [1.98, 0.52, 0.43], [0.23, -1.33, -0.16], [2.81, 0.33, 0.97], [0.60, -2.36, 0.11], [-2.60, 0.52, 1.09], [0.36, 1.81, -0.52]], "orbital_gap_ev": 8.792, "spin_multiplicity": 1, "lumo_energy_ev": 0.207, "smiles": "[H]/N=N\\N=C/N1C=C1"}

---

Run Q
{"formula": "C3H4N4", "method": "the ωB97M-V functional and the def2-TZVPD basis", "elements": ["N", "N", "N", "N", "C", "C", "C", "H", "H", "H", "H"], "positions_angstrom": [[-0.70, -0.39, -0.30], [2.70, 0.02, 0.17], [-3.72, -1.24, -1.01], [-2.92, -0.60, -0.55], [-1.93, 0.12, -0.04], [1.63, -0.59, -0.30], [0.40, 0.13, 0.09], [3.61, -0.37, -0.02], [0.43, 1.06, 0.70], [2.71, 0.88, 0.73], [-2.22, 1.00, 0.53]], "orbital_gap_ev": 8.318, "spin_multiplicity": 1, "lumo_energy_ev": 0.104}

---

Run R
{"formula": "C3H4N4", "method": "the ωB97M-V functional and the def2-TZVPD basis", "elements": ["N", "N", "N", "N", "C", "C", "C", "H", "H", "H", "H"], "positions_angstrom": [[0.45, 1.11, -0.07], [-1.30, -1.03, 0.08], [0.01, -1.27, -0.15], [-1.88, 0.19, 0.16], [0.70, -0.14, -0.24], [-0.81, 1.11, -0.07], [2.21, -0.12, 0.16], [2.99, 0.35, -0.69], [2.38, 0.68, 1.14], [2.40, -1.14, 0.39], [-1.27, 2.00, -0.06]], "orbital_gap_ev": 9.608, "spin_multiplicity": 1, "lumo_energy_ev": -0.579}

---

Run S
{"formula": "C3H4N4", "method": "the ωB97M-V functional and the def2-TZVPD basis", "elements": ["N", "N", "N", "N", "C", "C", "C", "H", "H", "H", "H"], "positions_angstrom": [[-0.73, 0.63, -0.66], [0.02, 1.62, -1.17], [2.24, -0.05, 0.94], [-1.13, -1.53, 1.68], [1.25, -0.54, 0.57], [-0.06, -0.53, -0.47], [-0.41, -1.29, 0.74], [1.02, 1.61, -0.98], [0.31, -1.15, -1.30], [-0.38, 2.53, -0.99], [-2.13, -1.30, 1.64]], "orbital_gap_ev": [8.121, 7.267], "spin_multiplicity": 1, "lumo_energy_ev": [-0.633, -0.502]}

---

Verdict on stability: run Q comes out on top.

---

Run P
{"formula": "C3H4N4", "method": "the ωB97M-V functional and the def2-TZVPD basis", "elements": ["N", "N", "N", "N", "C", "C", "C", "H", "H", "H", "H"], "positions_angstrom": [[-0.35, 1.26, -1.10], [0.60, -1.26, 1.23], [-0.18, -1.51, 2.15], [0.29, 0.39, -1.95], [0.80, -0.54, -1.03], [0.35, -0.25, 0.25], [-0.28, 0.94, 0.20], [-0.59, 2.03, -1.57], [-1.19, -1.00, 2.02], [-0.80, 1.40, 0.97], [1.36, -1.46, -1.17]], "orbital_gap_ev": 9.726, "spin_multiplicity": 1, "lumo_energy_ev": 0.446, "smiles": "[H]/N=N\\c1cn[nH]c1"}

---

Run Q
{"formula": "C3H4N4", "method": "the ωB97M-V functional and the def2-TZVPD basis", "elements": ["N", "N", "N", "N", "C", "C", "C", "H", "H", "H", "H"], "positions_angstrom": [[0.44, -1.34, 0.09], [1.77, -1.31, 0.00], [2.37, -0.18, 0.03], [0.30, 0.95, 0.15], [1.60, 0.93, 0.03], [-1.87, -0.18, -0.04], [-0.23, -0.21, 0.09], [-2.09, 0.76, -0.38], [-2.05, -1.00, -0.71], [2.12, 1.92, -0.27], [-2.35, -0.35, 1.01]], "orbital_gap_ev": 9.503, "spin_multiplicity": 1, "lumo_energy_ev": -0.396, "smiles": "Cc1ncnnn1"}

---

Verdict on stability: run Q comes out on top.

---

Run P
{"formula": "C3H4N4", "method": "the ωB97M-V functional and the def2-TZVPD basis", "elements": ["N", "N", "N", "N", "C", "C", "C", "H", "H", "H", "H"], "positions_angstrom": [[1.03, 1.74, -0.02], [-0.15, -0.25, -0.02], [-1.36, 0.28, -0.20], [3.20, -0.95, -0.17], [-2.35, -0.47, -0.07], [1.03, 0.49, 0.01], [2.22, -0.36, 0.00], [1.94, 2.19, -0.07], [-0.04, -1.12, 0.48], [-3.31, -0.03, -0.11], [-2.21, -1.51, 0.17]], "orbital_gap_ev": 9.795, "spin_multiplicity": 1, "lumo_energy_ev": 0.173, "smiles": "[H]/N=C(\\C#N)NN=C"}

---

Run Q
{"formula": "C3H4N4", "method": "the ωB97M-V functional and the def2-TZVPD basis", "elements": ["N", "N", "N", "N", "C", "C", "C", "H", "H", "H", "H"], "positions_angstrom": [[-0.54, 0.71, 0.07], [-2.37, -0.30, -0.10], [-1.41, -1.26, -0.13], [-1.94, 0.89, -0.04], [-0.29, -0.60, -0.05], [0.23, 1.72, 0.14], [1.66, -1.61, 0.15], [1.46, -2.56, 0.20], [1.21, 1.50, 0.32], [-0.31, 2.70, 0.08], [2.29, -1.20, -0.65]], "orbital_gap_ev": [6.261, 10.036], "spin_multiplicity": 1, "lumo_energy_ev": [-1.631, -0.543]}

---

Verdict on stability: run P comes out on top.

---

Run P
{"formula": "C2H3Cl2N", "method": "the ωB97M-V functional and the def2-TZVPD basis", "elements": ["Cl", "Cl", "N", "C", "C", "H", "H", "H"], "positions_angstrom": [[-3.15, -0.64, 2.14], [0.49, 2.25, -0.35], [0.57, -1.44, -0.09], [1.04, -0.35, -0.46], [1.25, 0.79, -1.04], [-2.82, 0.12, 1.05], [1.68, 1.13, -1.96], [0.94, -1.86, 0.71]], "orbital_gap_ev": 9.455, "spin_multiplicity": 1, "lumo_energy_ev": 0.161, "smiles": "N=C=CCl.Cl"}

---

Run Q
{"formula": "C2H3Cl2N", "method": "the ωB97M-V functional and the def2-TZVPD basis", "elements": ["Cl", "Cl", "N", "C", "C", "H", "H", "H"], "positions_angstrom": [[-2.12, 0.26, 1.15], [-0.36, -2.06, 0.96], [1.83, 1.10, -0.71], [-1.08, -0.74, 0.17], [0.73, 0.65, -0.11], [-1.76, -1.03, -0.70], [2.12, 0.64, -1.56], [0.62, 1.19, 0.80]], "orbital_gap_ev": [8.529, 8.530], "spin_multiplicity": 1, "lumo_energy_ev": [-0.469, -0.470]}

---

Run R
{"formula": "C2H3Cl2N", "method": "the ωB97M-V functional and the def2-TZVPD basis", "elements": ["Cl", "Cl", "N", "C", "C", "H", "H", "H"], "positions_angstrom": [[2.59, 1.46, -0.08], [2.55, -1.54, -0.06], [0.60, -0.02, 1.04], [1.71, -0.01, 0.14], [0.28, 0.04, -0.34], [-0.41, 0.78, -0.67], [-0.31, -1.47, -0.60], [0.38, 0.88, 1.49]], "orbital_gap_ev": 10.248, "spin_multiplicity": 1, "lumo_energy_ev": 0.706}

---

Verdict on stability: run P comes out on top.

---

Run P
{"formula": "CO4S", "method": "the ωB97M-V functional and the def2-TZVPD basis", "elements": ["S", "O", "O", "O", "O", "C"], "positions_angstrom": [[-1.65, 0.67, -1.47], [0.66, -0.06, 1.71], [-0.78, 0.03, -0.49], [-1.25, 1.98, -1.98], [1.55, -1.68, 0.37], [1.07, -0.90, 1.04]], "orbital_gap_ev": 10.606, "spin_multiplicity": 1, "lumo_energy_ev": -1.572}

---

Run Q
{"formula": "CO4S", "method": "the ωB97M-V functional and the def2-TZVPD basis", "elements": ["S", "O", "O", "O", "O", "C"], "positions_angstrom": [[-1.39, -0.06, -1.47], [0.64, 0.07, 2.12], [1.70, -0.55, 0.20], [-0.90, 1.25, -1.82], [-1.03, -0.42, -0.09], [0.98, -0.30, 1.07]], "orbital_gap_ev": 10.379, "spin_multiplicity": 1, "lumo_energy_ev": -1.930}

---

Verdict on stability: run P comes out on top.